This record from the Open Molecules 2025 dataset describes C25H24MoN7S as an isolated structure. The level of theory is wB97M-V/def2-TZVPD.

Calculated values
**Charge**: +3
**HOMO level (spin up / spin down)**: -17.53 / -17.52 eV
**Spin multiplicity**: 3
**HOMO-LUMO gap (spin up / spin down)**: 7.8 / 6.9 eV
**<S²>**: 2.038

Structure (XYZ):
```
58
C25H24MoN7S wB97M-V/def2-TZVPD
Mo 0.076 0.414 -0.090
S -0.738 2.486 -1.258
N 0.526 -1.013 -1.561
N 2.001 0.975 -1.076
N 0.461 4.305 0.312
N -2.095 -0.280 0.000
N 0.163 2.206 1.239
N 0.316 -1.571 0.920
N -0.907 1.373 1.328
C 0.752 -0.670 3.164
C 0.254 -2.310 -1.354
C -2.139 1.397 1.673
C 3.222 1.990 0.801
C -4.155 -0.035 1.220
C -4.023 -1.555 -0.613
C -0.038 3.110 0.164
C -0.238 -3.876 0.551
C -2.696 -1.173 -0.783
C 1.271 -1.418 -3.757
C 3.526 2.329 -2.946
C 0.053 -2.621 0.083
C -2.770 2.419 2.535
C 0.362 -1.786 2.244
C 2.631 1.342 -3.364
C -2.843 0.296 0.986
C 1.159 -0.582 -2.665
C 0.807 -2.726 -3.631
C 3.711 2.536 -1.599
C -4.761 -0.996 0.409
C 2.941 1.840 -0.663
C 1.913 0.671 -2.412
C -0.235 -4.092 1.930
C 0.087 -3.051 2.768
C 0.358 -3.204 -2.403
H -0.094 -0.359 3.780
H 2.772 1.187 1.379
H 1.765 -1.096 -4.662
H 0.147 -3.197 3.839
H 4.300 1.960 0.956
H 0.449 4.973 -0.449
H -4.457 -2.279 -1.289
H -0.439 -4.689 -0.133
H -5.793 -1.278 0.569
H -3.635 2.856 2.033
H -2.065 3.200 2.808
H 2.532 1.090 -4.411
H -4.707 0.453 2.012
H 1.141 0.197 2.632
H 0.888 -3.404 -4.471
H 4.109 2.879 -3.673
H -3.133 1.943 3.451
H 2.872 2.944 1.193
H 0.150 -4.256 -2.269
H 1.528 -1.017 3.847
H 0.814 4.604 1.213
H 4.468 3.222 -1.244
H -2.112 -1.593 -1.591
H -0.452 -5.074 2.329
```


This record from the Open Molecules 2025 dataset describes a single C5H13NO molecule in a non-equilibrium geometry. The level of theory is wB97M-V/def2-TZVPD.

Calculated values
**ΔE to the lowest compared entry with this formula, charge and spin**: 231.4 kJ/mol
**Structure (SMILES)**: C[C@@H](N)CCCO
**HOMO level**: -8.78 eV
**HOMO-LUMO gap**: 9.7 eV

Structure (XYZ):
```
20
C5H13NO wB97M-V/def2-TZVPD
O -1.362 1.040 1.663
N 0.533 -2.344 -0.100
C -0.231 1.880 1.284
C 0.800 0.099 -0.140
C 0.225 1.623 -0.132
C -0.004 -1.094 -0.573
C -0.058 -1.189 -2.110
H 1.340 -2.216 0.419
H -0.660 -2.110 -2.329
H 1.791 0.134 -0.634
H 0.761 -3.052 -0.808
H -1.112 -1.176 -0.201
H -0.827 -0.411 -2.367
H 1.002 -0.938 -2.557
H -0.364 2.984 1.559
H -0.539 1.814 -0.852
H -1.202 0.967 2.654
H 0.645 1.678 1.938
H 0.874 0.113 0.945
H 1.065 2.388 -0.341
```


This record from the Open Molecules 2025 dataset describes C30H45N5OS2Si4Sr as an isolated structure. The level of theory is wB97M-V/def2-TZVPD.

Calculated values
**ΔE to the lowest compared entry with this formula, charge and spin**: 0.0 kJ/mol
**HOMO level (spin up / spin down)**: -7.73 / -6.63 eV
**HOMO-LUMO gap (spin up / spin down)**: 6.9 / 4.9 eV

Structure (XYZ):
```
88
C30H45N5OS2Si4Sr wB97M-V/def2-TZVPD
Sr 0.539 -1.477 -1.125
S 3.306 -1.190 -1.695
S 0.872 1.034 -2.505
Si -3.430 -2.936 -2.369
Si -3.215 0.829 -1.040
Si -2.865 -1.464 -0.627
Si -3.305 -2.120 1.582
O -0.050 -3.592 -0.224
N 2.507 -7.423 -0.791
N 0.575 -4.691 0.032
N 4.260 0.861 -0.297
N 2.406 2.711 -1.131
N 0.993 -3.706 -3.068
C 3.259 0.452 -1.140
C -5.167 -2.058 1.868
C -2.699 -3.862 1.917
C 1.904 -6.448 -0.878
C 2.247 1.400 -1.526
C 1.527 6.036 -0.318
C 4.287 2.202 0.255
C 1.328 6.858 0.785
C -5.260 -2.702 -2.746
C 5.065 -0.429 4.465
C -2.489 -0.912 2.774
C 4.159 -0.790 2.268
C 5.328 -0.002 0.197
C -3.006 1.214 -2.867
C -2.065 1.907 -0.014
C 3.730 3.162 -0.757
C 1.250 4.677 -0.246
C 4.061 -0.928 3.643
C 1.097 -4.495 -2.234
C 1.177 -5.231 -1.005
C 1.456 3.773 -1.438
C -2.449 -2.531 -3.918
C 0.775 4.148 0.952
C 0.856 6.324 1.972
C -3.097 -4.697 -1.822
C -4.985 1.254 -0.550
C 6.163 0.203 3.905
C 5.258 -0.151 1.698
C 0.579 4.964 2.054
C 6.256 0.342 2.525
H 3.711 2.256 1.186
H -2.170 1.719 1.056
H 1.809 4.355 -2.297
H 3.208 -1.434 4.077
H -5.712 0.643 -1.088
H -5.151 1.112 0.520
H -5.583 -1.066 1.684
H -1.668 -4.007 1.597
H -5.576 -3.398 -3.527
H -2.073 -4.804 -1.460
H -5.883 -2.878 -1.867
H -3.242 -5.391 -2.654
H -5.686 -2.766 1.220
H -1.024 1.760 -0.306
H 4.990 -0.539 5.539
H -2.301 2.961 -0.191
H 0.518 3.309 -1.728
H 1.547 7.916 0.714
H -3.320 -4.594 1.397
H 0.207 4.542 2.979
H 5.233 -0.972 -0.280
H 3.390 -1.192 1.618
H -3.126 2.289 -3.029
H 0.703 6.961 2.833
H -1.371 -2.641 -3.785
H 6.288 0.433 -0.097
H 6.949 0.591 4.539
H 3.652 4.158 -0.324
H -5.457 -1.688 -3.102
H -5.187 2.303 -0.783
H 5.323 2.452 0.492
H -2.903 0.093 2.671
H -3.766 0.704 -3.462
H 0.559 3.089 1.013
H 4.384 3.215 -1.638
H -2.672 -1.243 3.800
H -2.764 -4.072 2.988
H -3.772 -4.995 -1.018
H -2.740 -3.223 -4.714
H -1.408 -0.851 2.636
H -2.024 0.934 -3.249
H 1.899 6.456 -1.245
H -5.389 -2.329 2.904
H 7.116 0.837 2.089
H -2.654 -1.518 -4.268
```


This record from the Open Molecules 2025 dataset describes a single C5H10O molecule. The level of theory is wB97M-V/def2-TZVPD.

Calculated values
**ΔE to the lowest compared entry with this formula, charge and spin**: 126.6 kJ/mol
**Structure (SMILES)**: CC(C)[C@H]1CO1
**HOMO level**: -10.16 eV
**HOMO-LUMO gap**: 11.3 eV

Structure (XYZ):
```
16
C5H10O wB97M-V/def2-TZVPD
O 1.341 -1.469 0.434
C -1.365 -0.960 -0.351
C 1.891 -0.336 1.085
C -0.478 0.240 -0.013
C -0.680 1.353 -1.043
C 0.988 -0.186 -0.064
H -1.696 1.759 -1.012
H -1.283 -1.745 0.406
H -0.746 0.614 0.986
H 1.533 -0.179 2.102
H 2.966 -0.190 0.956
H 1.454 0.031 -1.030
H -1.051 -1.389 -1.310
H 0.025 2.180 -0.904
H -2.416 -0.662 -0.441
H -0.516 0.945 -2.049
```


This record from the Open Molecules 2025 dataset describes ClI2O4V2 as an isolated structure in a non-equilibrium geometry. The level of theory is wB97M-V/def2-TZVPD.

Calculated values
**ΔE to the lowest compared entry with this formula, charge and spin**: 117.6 kJ/mol
**Charge**: -1
**HOMO level**: -5.07 eV
**HOMO-LUMO gap**: 4.8 eV

Structure (XYZ):
```
9
ClI2O4V2 wB97M-V/def2-TZVPD
I 3.655 11.203 -14.828
I 2.365 15.100 -10.017
V 3.567 13.089 -11.891
V 0.874 11.101 -15.697
Cl 5.480 14.318 -13.173
O 4.067 12.056 -10.882
O 1.305 11.849 -16.938
O 0.291 12.141 -14.575
O 2.310 12.529 -12.517
```


This record from the Open Molecules 2025 dataset describes a 5-piece molecular cluster, C6H19O5 overall in a non-equilibrium geometry. The level of theory is wB97M-V/def2-TZVPD.

Calculated values
**ΔE to the lowest compared entry with this formula, charge and spin**: 0.0 kJ/mol
**Charge**: -1
**HOMO level**: -5.34 eV
**HOMO-LUMO gap**: 9.0 eV

Structure (XYZ):
```
30
C6H19O5 wB97M-V/def2-TZVPD
O -1.001 -3.434 -1.686
O -1.020 -0.310 0.961
O -3.076 1.463 1.410
O 1.304 0.617 1.915
O -2.650 -2.187 0.622
C 1.088 -0.345 -1.926
C 1.687 -1.654 -2.355
C 1.628 0.546 -1.119
C 1.640 2.542 0.410
C 0.924 1.833 -0.722
C 1.177 2.019 1.770
H 0.653 0.192 1.295
H 2.631 0.442 -0.712
H 0.787 2.447 -1.610
H -1.022 -0.522 1.908
H 1.415 -2.444 -1.662
H 2.715 -1.680 -2.726
H -3.501 0.823 0.827
H 1.598 3.634 0.364
H -0.697 -2.559 -1.949
H -0.077 1.561 -0.374
H 2.717 2.363 0.364
H 0.083 -0.184 -2.279
H 1.756 2.444 2.590
H 0.112 2.269 1.869
H -1.930 -1.393 0.570
H -1.671 -3.200 -1.015
H 1.181 -1.952 -3.272
H -2.228 0.971 1.552
H -2.689 -2.378 1.567
```


This record from the Open Molecules 2025 dataset describes a single C6H5N molecule. The level of theory is wB97M-V/def2-TZVPD.

Calculated values
**ΔE to the lowest compared entry with this formula, charge and spin**: 535.1 kJ/mol
**HOMO level**: -9.79 eV
**HOMO-LUMO gap**: 10.6 eV

Structure (XYZ):
```
12
C6H5N wB97M-V/def2-TZVPD
N 0.538 -1.436 0.568
C -1.431 0.140 0.399
C 1.315 1.994 -0.325
C 1.232 0.741 -0.537
C -0.630 -0.930 -0.155
C 0.754 -0.639 -0.638
C -2.094 1.032 0.861
H 2.353 1.043 -0.669
H -1.189 -1.702 -0.680
H -2.680 1.827 1.271
H 1.128 -1.206 -1.486
H 0.703 -0.864 1.393
```


This record from the Open Molecules 2025 dataset describes a 2-piece molecular cluster, C3H10N4O overall in a non-equilibrium geometry. The level of theory is wB97M-V/def2-TZVPD.

Calculated values
**ΔE to the lowest compared entry with this formula, charge and spin**: 548.2 kJ/mol
**HOMO level**: -6.87 eV
**HOMO-LUMO gap**: 7.5 eV

Structure (XYZ):
```
18
C3H10N4O wB97M-V/def2-TZVPD
O -1.606 -0.735 2.066
N -1.553 -0.511 0.636
N 0.859 1.171 1.247
N -0.917 -1.776 -1.336
N 0.464 0.465 -1.611
C -1.354 -1.786 -0.195
C 1.702 0.967 -1.025
C 1.813 1.252 0.283
H 0.080 1.069 -2.339
H 2.777 1.622 0.613
H -1.980 -1.626 2.175
H -1.654 -2.650 0.445
H -0.319 0.273 -0.946
H 1.150 1.252 2.206
H -2.447 -0.095 0.376
H 0.439 -0.564 -1.982
H 0.010 0.624 1.092
H 2.534 1.047 -1.704
```


This record from the Open Molecules 2025 dataset describes a single C3H4FNO molecule in a non-equilibrium geometry. The level of theory is wB97M-V/def2-TZVPD.

Calculated values
**ΔE to the lowest compared entry with this formula, charge and spin**: 583.9 kJ/mol
**HOMO level (spin up / spin down)**: -9.17 / -9.17 eV
**HOMO-LUMO gap (spin up / spin down)**: 8.6 / 8.6 eV

Structure (XYZ):
```
10
C3H4FNO wB97M-V/def2-TZVPD
F 0.602 0.018 -2.743
O 1.075 1.750 0.602
N 0.021 0.338 -1.531
C -0.316 -0.658 -0.751
C 0.582 0.834 1.197
C -0.297 -0.240 0.721
H -1.364 -0.166 -0.265
H -0.826 -0.890 1.486
H -0.359 -1.638 -1.060
H 0.882 0.653 2.345
```


This record from the Open Molecules 2025 dataset describes a 8-piece molecular cluster, C45H113N7O15 overall in a non-equilibrium geometry. The level of theory is wB97M-V/def2-TZVPD.

Calculated values
**ΔE to the lowest compared entry with this formula, charge and spin**: 477.8 kJ/mol
**Structure (SMILES)**: COCCNCCOC.COCCNCCOC.COCCNCCOC.COCCNCCOC.COCCNCCOC.COCCNCCOC.COCCNCCOC.CC(C)O
**HOMO level**: -8.32 eV
**HOMO-LUMO gap**: 8.8 eV

Structure (XYZ):
```
180
C45H113N7O15 wB97M-V/def2-TZVPD
O 2.996 2.922 -6.786
O -4.538 -1.389 2.857
O -0.049 2.718 1.986
O -4.115 -7.310 0.962
O 0.044 -0.753 6.088
O 0.855 -0.167 -1.911
O -2.742 1.409 -3.021
O -3.867 3.349 3.776
O 5.750 -3.681 -3.787
O 2.616 -2.772 1.315
O 0.141 -1.980 -6.935
O 6.445 1.939 4.856
O 3.505 5.268 3.144
O -2.377 -2.789 -2.489
O -0.798 5.581 -1.954
N -2.694 1.654 5.458
N -4.195 -0.709 -1.826
N 2.909 -3.757 -5.019
N -5.356 -4.169 2.521
N -0.427 -0.739 0.855
N 1.263 4.344 -3.802
N 5.109 4.585 5.233
C -0.879 -2.406 -7.801
C -4.990 -5.186 1.471
C 0.809 -3.052 -6.258
C -4.272 -2.351 3.831
C 1.995 -2.606 -5.383
C 3.628 -0.649 1.766
C -4.772 2.725 4.732
C -0.498 0.550 5.763
C -4.586 -1.824 -2.600
C 2.927 1.799 -7.715
C -0.717 -1.424 -0.409
C -1.511 5.548 -0.710
C -3.709 2.542 2.676
C 0.463 -1.412 -1.428
C 0.252 0.465 -3.044
C 3.760 6.312 4.079
C -4.353 -6.433 2.069
C -3.768 -3.028 -2.170
C -3.582 -1.357 1.801
C 4.462 -2.191 -0.037
C -3.599 -8.544 1.484
C 6.427 2.678 6.074
C -0.959 4.375 -2.665
C 1.940 2.896 -5.816
C 0.365 3.550 3.055
C 5.204 3.596 6.287
C 3.891 -2.169 1.366
C 2.045 4.198 -5.090
C 4.650 -4.436 -3.297
C -3.084 1.919 -4.360
C 3.970 5.575 5.369
C -0.170 4.442 -3.999
C -2.077 -3.067 -3.874
C -4.853 0.465 -2.146
C -4.100 -3.793 3.212
C -0.366 0.707 0.716
C 5.321 0.998 4.725
C -0.106 1.345 2.067
C -2.029 0.387 5.500
C 3.054 5.860 1.881
C -4.138 1.449 5.334
C 3.434 -3.537 -3.669
C 0.197 -1.724 5.036
C 6.988 -4.341 -3.800
C -3.820 1.519 -2.065
H -0.349 3.564 3.879
H -2.572 5.305 -0.655
H -3.918 -3.166 -1.100
H -4.652 2.213 2.240
H 5.359 0.340 5.594
H 1.341 3.209 3.398
H 0.323 0.987 -0.081
H -5.600 -2.068 -2.281
H 4.508 -2.735 2.064
H 0.772 -2.555 5.444
H 3.047 4.204 -4.661
H -3.198 -0.556 -1.860
H 2.982 7.063 4.221
H -4.283 0.550 4.736
H 7.797 -3.702 -4.154
H -3.934 -4.559 3.970
H 5.307 4.144 7.223
H -5.077 -2.222 4.554
H 4.805 -4.552 -2.225
H 0.897 1.068 2.394
H 6.969 -5.278 -4.358
H -0.810 0.978 2.813
H -3.247 -3.817 2.533
H 4.601 -5.469 -3.642
H -4.351 2.469 -2.129
H -0.318 -2.996 -8.525
H -1.289 1.056 0.252
H 1.607 -1.978 -4.581
H 3.678 -2.492 -3.475
H -1.030 4.761 -0.131
H 4.609 -0.176 1.790
H 6.529 1.954 6.882
H 3.842 6.334 1.296
H -3.348 -2.214 1.170
H -5.112 -6.745 2.787
H -4.327 -4.799 0.697
H 4.983 4.078 4.369
H 5.444 -1.719 -0.075
H 2.030 5.096 -5.707
H -5.682 0.663 -1.467
H 1.918 1.657 -8.103
H 0.595 4.598 2.863
H -3.455 -6.313 2.675
H 3.356 0.937 -7.204
H 2.637 -3.775 -2.965
H -2.670 -0.897 2.182
H 3.813 -1.680 -0.747
H 1.624 5.123 -3.271
H 0.949 2.778 -6.256
H 0.674 -1.221 4.195
H -3.287 2.984 -4.248
H 2.268 6.595 2.057
H 3.661 2.014 -8.491
H -1.545 -0.981 -0.963
H 4.494 -3.225 -0.381
H -0.784 0.175 -3.221
H 3.016 -0.043 1.097
H -1.032 -3.376 -3.890
H -1.008 -2.468 -0.298
H -0.200 5.297 -4.673
H -0.376 3.612 -4.675
H -3.623 -9.162 0.586
H -5.761 -3.317 2.160
H -3.427 1.581 -1.050
H -2.354 -0.202 6.357
H 1.184 -3.745 -7.011
H -2.339 1.768 -5.141
H -3.325 -2.093 4.307
H 2.580 -1.847 -5.902
H -2.378 2.301 4.750
H -5.327 0.457 -3.128
H 0.055 -3.478 -5.597
H -2.566 -8.427 1.809
H -4.458 -1.655 -3.669
H -4.926 3.438 5.542
H 3.666 -3.692 -5.685
H 7.220 -4.601 -2.768
H 2.121 2.067 -5.133
H -3.998 1.449 -4.723
H 4.299 2.988 6.294
H 4.725 6.778 3.880
H -0.345 1.175 6.643
H 0.342 -2.153 -2.218
H -1.271 6.414 -0.093
H 5.459 0.385 3.834
H -3.887 -0.595 1.085
H 0.014 1.112 4.982
H -2.043 4.294 -2.741
H -1.323 -1.545 -8.300
H -5.715 2.521 4.224
H 0.286 1.542 -2.879
H -3.176 3.059 1.878
H -4.194 -9.015 2.266
H 2.729 -3.720 1.415
H -2.516 -3.955 -4.328
H 3.004 5.177 5.679
H -4.622 1.237 6.287
H -2.206 -0.043 4.514
H 7.288 3.345 6.124
H 4.230 6.220 6.208
H -0.640 3.555 -2.022
H -4.116 -3.993 -2.539
H 4.334 1.447 4.617
H 1.379 -1.750 -0.944
H -2.253 -2.110 -4.365
H 0.530 -0.974 1.075
H 3.114 -0.589 2.725
H -1.621 -2.997 -7.263
H 0.827 0.105 -3.897
H -3.248 1.604 2.986
H 2.674 5.090 1.210
H -0.776 -1.982 4.618
H -5.932 -5.425 0.977
```